No. 1
DFT (the ωB97M-V functional and the def2-TZVPD basis) results for C4H11N2OS as an isolated structure in a non-equilibrium geometry.

Geometry (Å):
N  -0.81  1.13  0.18
C  -0.88  -0.28  0.11
C  0.35  -1.02  0.63
C  1.60  -1.05  -0.45
S  1.92  0.64  -0.93
C  -2.07  -0.66  1.05
N  -3.13  -0.78  0.04
O  -1.59  -0.54  2.27
H  -0.17  1.64  -0.44
H  -1.07  1.64  1.01
H  -2.84  0.18  0.87
H  -1.15  -0.61  -1.01
H  0.03  -1.97  0.97
H  0.67  -0.42  1.44
H  2.56  -1.46  0.07
H  1.45  -1.68  -1.43
H  4.80  3.33  -2.68
H  4.34  3.14  -2.09
H  -3.99  -1.24  0.37

Its total charge is +1. The frontier orbital gap is 5.520 eV. The calculation puts the HOMO energy at -14.16 eV. The spin multiplicity is 1. The value obtained for the relative energy (zero: lowest compared OMol25 entry of this formula, charge and spin) is 1057.3 kJ/mol. For the molecular weight, the calculation gives 135.212 Da.

No. 2
DFT (the ωB97M-V functional and the def2-TZVPD basis) results for an isolated ion of composition C5H13N2O and charge +1 in a non-equilibrium geometry.

Geometry (Å):
O  0.55  -1.28  -1.20
C  0.14  -1.26  0.09
N  1.37  -0.99  1.00
C  2.60  -1.48  0.33
C  -1.03  -0.10  0.09
N  -1.68  -0.21  -1.15
C  -1.38  2.55  0.07
C  -0.39  1.35  0.14
H  1.13  -1.54  1.96
H  2.74  -1.01  -0.62
H  2.64  -2.55  0.09
H  3.50  -1.25  0.86
H  -1.86  -0.42  0.92
H  -1.04  -0.61  -2.01
H  -0.34  -2.18  0.45
H  -2.55  -0.17  -1.59
H  -1.75  2.80  1.08
H  -2.29  2.32  -0.48
H  -0.93  3.45  -0.39
H  0.34  1.28  -0.71
H  0.23  1.30  1.07

Its total charge is +1. The frontier orbital gap is 5.832 eV. The calculation puts the HOMO energy at -14.13 eV. The spin multiplicity is 1. The value obtained for the relative energy (zero: lowest compared OMol25 entry of this formula, charge and spin) is 758.1 kJ/mol. For the molecular weight, the calculation gives 117.172 Da.

No. 3
DFT (the ωB97M-V functional and the def2-TZVPD basis) results for C7H16O9Sr2V2 as an isolated structure in a non-equilibrium geometry.

Geometry (Å):
O  8.82  0.73  -31.22
V  8.95  -0.10  -29.86
O  10.56  -0.33  -29.78
O  11.96  -1.97  -24.13
V  10.57  -2.02  -23.32
O  10.58  -0.84  -22.22
Sr  2.39  0.73  -28.56
Sr  3.23  -3.26  -23.15
C  6.59  0.47  -26.04
O  5.57  0.05  -25.52
O  7.70  -0.04  -26.00
O  6.35  1.14  -27.05
C  8.80  7.21  -26.61
C  9.74  6.23  -27.23
C  10.49  5.30  -26.19
O  9.10  5.46  -28.11
H  7.95  6.73  -26.14
H  8.39  7.88  -27.36
H  9.25  7.67  -25.72
H  10.52  6.78  -27.77
H  11.30  5.88  -25.74
H  10.96  4.41  -26.61
H  9.84  4.95  -25.40
H  8.41  4.94  -27.69
C  3.88  0.88  -19.28
C  2.48  0.43  -18.76
C  1.57  1.60  -18.19
O  1.80  -0.20  -19.95
H  4.14  1.79  -18.75
H  3.98  1.16  -20.33
H  4.68  0.20  -18.98
H  2.48  -0.40  -18.05
H  1.72  2.52  -18.75
H  1.82  2.06  -17.24
H  0.50  1.45  -18.34
H  0.89  0.11  -19.94

Its total charge is +4. The frontier orbital gap is 2.655 eV. The calculation puts the HOMO energy at -15.74 eV. The spin multiplicity is 1. For the molecular weight, the calculation gives 521.324 Da.

No. 4
DFT (the ωB97M-V functional and the def2-TZVPD basis) results for C4H6O2 as an isolated structure in a non-equilibrium geometry.

Geometry (Å):
C  -1.19  0.73  0.28
C  -0.40  -0.48  -0.18
O  -0.30  -0.59  -1.58
C  0.94  -0.71  -0.95
C  1.43  0.20  0.08
O  1.70  -0.32  1.16
H  -0.91  0.99  1.31
H  -1.09  1.59  -0.38
H  -2.24  0.43  0.29
H  -0.15  -1.21  0.65
H  1.27  -1.75  -0.90
H  1.43  1.28  -0.10

The frontier orbital gap is 10.266 eV. The calculation puts the HOMO energy at -9.36 eV. The spin multiplicity is 1. The value obtained for the relative energy (zero: lowest compared OMol25 entry of this formula, charge and spin) is 444.4 kJ/mol. For the molecular weight, the calculation gives 86.090 Da.

No. 5
DFT (the ωB97M-V functional and the def2-TZVPD basis) results for C3H6N2O2 in the gas phase in a non-equilibrium geometry.

Geometry (Å):
N  1.82  0.98  0.26
C  1.37  -0.32  0.28
O  1.96  -1.22  -0.26
C  -0.10  -0.48  0.71
N  -0.99  -0.62  -0.43
C  -1.86  0.28  -0.96
O  -2.62  -0.09  -1.83
H  2.65  1.22  -0.24
H  1.51  1.65  0.93
H  -0.32  0.36  1.38
H  -0.26  -1.42  1.24
H  -1.19  -1.59  -0.61
H  -1.96  1.26  -0.47

The frontier orbital gap is 10.287 eV. The structure (SMILES) is NC(=O)CNC=O. The calculation puts the HOMO energy at -9.67 eV. The spin multiplicity is 1. The value obtained for the relative energy (zero: lowest compared OMol25 entry of this formula, charge and spin) is 112.0 kJ/mol. For the molecular weight, the calculation gives 102.093 Da.

No. 6
DFT (the ωB97M-V functional and the def2-TZVPD basis) results for C25H23CaN9O4S4Se as an isolated structure in a non-equilibrium geometry.

Geometry (Å):
Ca  -0.11  -0.68  1.43
C  -1.61  3.30  -2.07
C  -2.79  3.29  -1.12
N  -2.42  3.01  0.25
C  -2.11  1.74  0.68
S  -1.31  1.67  2.23
N  -2.46  0.77  -0.14
N  -2.13  -0.49  0.30
C  -2.77  -1.47  -0.21
C  -3.85  -1.40  -1.23
C  -1.57  -3.11  1.38
C  -1.84  -4.55  1.11
C  -2.18  -5.17  2.42
C  -1.60  -4.60  3.52
C  -1.00  -3.32  3.53
N  -1.21  -2.50  2.46
H  -1.93  3.48  -3.10
H  -1.09  2.34  -2.03
H  -0.90  4.09  -1.81
H  -3.52  2.54  -1.42
H  -3.30  4.26  -1.13
H  -1.91  3.72  0.75
H  -4.09  -0.35  -1.40
H  -4.73  -1.95  -0.90
H  -3.52  -1.87  -2.16
H  -1.05  -5.08  0.54
H  -2.77  -6.07  2.48
H  -1.68  -5.11  4.47
H  -0.58  -2.87  4.42
C  1.72  0.95  4.81
C  2.08  -0.34  4.17
N  1.58  -0.78  3.04
C  2.21  -1.97  2.77
C  3.10  -2.25  3.77
N  3.00  -1.20  4.65
C  4.02  -3.36  4.09
O  4.09  -4.33  3.22
O  4.66  -3.33  5.12
C  1.96  -2.74  1.49
O  2.57  -3.83  1.37
O  1.19  -2.23  0.66
H  0.87  1.38  4.28
H  2.55  1.66  4.74
H  1.46  0.82  5.86
H  3.55  -1.15  5.49
H  3.45  -4.13  2.40
Se  -3.86  -4.77  -1.20
C  -2.79  -4.01  0.02
N  -2.41  -2.73  0.28
S  1.64  5.97  -2.65
C  1.83  4.39  -2.12
S  2.05  3.96  -0.46
C  2.03  2.25  -0.86
N  1.86  2.04  -2.13
N  1.76  3.24  -2.82
C  1.51  3.10  -4.21
C  2.06  3.98  -5.13
C  1.81  3.80  -6.48
C  1.02  2.75  -6.92
C  0.49  1.86  -5.99
C  0.73  2.03  -4.64
S  2.26  1.09  0.36
H  2.67  4.80  -4.79
H  2.24  4.49  -7.20
H  0.83  2.61  -7.98
H  -0.12  1.03  -6.32
H  0.34  1.34  -3.91

Its total charge is -2. The frontier orbital gap is 5.197 eV. The calculation puts the HOMO energy at -1.20 eV. The spin multiplicity is 1. The value obtained for the relative energy (zero: lowest compared OMol25 entry of this formula, charge and spin) is 0.0 kJ/mol. For the molecular weight, the calculation gives 760.824 Da.

Number 1: E_tot -741.333609 Ha. Number 2: E_tot -382.572887 Ha. Number 3: E_tot -2900.946438 Ha. Number 4: E_tot -306.337036 Ha. Number 5: E_tot -377.916675 Ha. Number 6: E_tot -6432.274040 Ha.